C18H58N2O17S2 as an isolated structure in a non-equilibrium geometry. Source: the Open Molecules 2025 dataset; level of theory: ωB97M-V/def2-TZVPD.

```
! RIJCOSX wB97M-V def2-TZVPD def2/J DEFGRID3
* xyz 0 1
C -0.232 -5.489 -0.306
C -0.242 -4.296 0.650
O -0.427 -4.880 1.942
C 1.109 -3.556 0.692
C 1.301 -2.395 -0.300
O 2.600 -2.459 -0.952
S 2.568 -1.311 -2.064
O 3.168 -1.753 -3.257
O 3.071 -0.124 -1.466
O 1.002 -1.018 -2.151
C 0.305 -2.142 -1.402
N 0.107 -3.156 -2.382
N -0.978 -1.540 -0.999
C -1.500 -0.732 -1.760
S -2.175 0.208 -2.793
H -0.809 -6.295 0.126
H 0.788 -5.818 -0.462
H -0.725 -5.222 -1.233
H -1.088 -3.639 0.458
H -0.678 -4.199 2.570
H 1.888 -4.293 0.524
H 1.230 -3.146 1.682
H 1.364 -1.502 0.322
H 0.863 -3.828 -2.343
H 0.067 -2.745 -3.305
C 5.059 1.393 1.478
O 4.080 0.412 1.161
H 5.306 1.294 2.532
H 5.965 1.241 0.885
H 4.671 2.400 1.298
H 3.863 0.502 0.226
C -5.780 -1.107 -1.846
O -4.983 -2.289 -1.840
H -6.731 -1.341 -1.375
H -5.283 -0.313 -1.282
H -5.958 -0.776 -2.873
H -4.147 -2.066 -2.259
C 3.646 -1.467 -7.087
O 4.521 -0.801 -6.185
H 4.002 -1.283 -8.097
H 3.644 -2.545 -6.900
H 2.627 -1.082 -6.991
H 4.199 -0.969 -5.296
C -3.491 3.597 -0.797
O -3.133 3.648 -2.178
H -4.052 4.495 -0.557
H -4.115 2.719 -0.598
H -2.599 3.564 -0.173
H -2.636 2.850 -2.373
C -2.508 -4.225 -5.455
O -1.681 -3.477 -4.565
H -2.141 -4.068 -6.466
H -2.461 -5.290 -5.219
H -3.545 -3.885 -5.395
H -2.007 -3.619 -3.672
C 7.378 -0.241 -3.997
O 7.642 -1.634 -3.838
H 8.332 0.280 -4.044
H 6.826 -0.062 -4.923
H 6.806 0.136 -3.145
H 6.796 -2.084 -3.799
C 0.190 -1.422 3.926
O 1.377 -2.206 3.799
H -0.470 -1.670 3.093
H -0.309 -1.650 4.864
H 0.434 -0.360 3.888
H 1.950 -1.977 4.535
C -3.215 6.884 1.204
O -2.420 5.695 1.237
H -4.175 6.659 1.668
H -2.722 7.690 1.756
H -3.388 7.200 0.171
H -1.579 5.900 0.821
C 1.773 3.293 -2.755
O 2.640 2.430 -3.480
H 1.641 4.202 -3.336
H 0.796 2.824 -2.604
H 2.205 3.549 -1.783
H 2.749 1.631 -2.956
C -1.180 0.580 6.743
O 0.007 -0.197 6.634
H -1.829 0.321 5.908
H -1.698 0.362 7.680
H -0.949 1.647 6.697
H 0.570 0.042 7.378
C 1.371 0.954 10.849
O 1.312 0.765 9.435
H 0.587 1.652 11.125
H 1.209 0.008 11.370
H 2.339 1.368 11.139
H 2.011 0.147 9.204
C -7.148 5.783 0.616
O -6.234 6.401 1.521
H -6.971 6.199 -0.372
H -6.987 4.703 0.583
H -8.180 5.988 0.909
H -6.397 6.030 2.393
*
```

Calculated values
- HOMO energy (eV) = -9.82
- frontier orbital gap (eV) = 9.3
- lowest unoccupied orbital energy (eV) = -0.6



C22H24AsCoN3O2PS5 as an isolated structure in a non-equilibrium geometry. Source: the Open Molecules 2025 dataset; level of theory: ωB97M-V/def2-TZVPD.

```
! RIJCOSX wB97M-V def2-TZVPD def2/J DEFGRID3
* xyz 0 1
Co -0.395 -0.306 -0.032
S -2.714 0.116 3.669
C -2.008 -0.189 2.241
S -0.738 -1.412 1.965
S -2.212 0.602 0.741
S -0.432 1.189 -1.786
C 0.262 0.707 -3.365
C -0.658 0.778 -4.408
C -0.309 0.343 -5.674
C 0.955 -0.181 -5.888
C 1.865 -0.250 -4.844
C 1.546 0.200 -3.564
As 2.818 0.134 -2.065
C 4.424 -0.358 -3.056
C 4.918 0.492 -4.044
C 6.133 0.228 -4.658
C 6.877 -0.883 -4.281
C 6.400 -1.724 -3.288
C 5.182 -1.461 -2.675
C 2.255 -1.608 -1.391
C 1.887 -2.682 -2.198
C 1.437 -3.860 -1.626
C 1.356 -3.983 -0.242
C 1.737 -2.929 0.569
C 2.184 -1.742 -0.007
H -1.655 1.151 -4.213
H -1.030 0.393 -6.479
H 1.236 -0.542 -6.869
H 2.852 -0.651 -5.032
H 4.350 1.367 -4.342
H 6.502 0.892 -5.429
H 7.826 -1.088 -4.759
H 6.976 -2.590 -2.987
H 4.816 -2.129 -1.904
H 1.935 -2.593 -3.277
H 1.140 -4.686 -2.259
H 0.993 -4.903 0.197
H 1.682 -3.024 1.646
H 2.509 -0.921 0.623
N 0.928 0.006 3.664
C 0.840 1.475 3.456
P 1.476 1.804 1.770
O 2.957 1.845 1.752
O 0.792 0.679 1.008
C 0.768 3.383 1.211
N 1.410 3.666 -0.078
H 0.655 -0.249 4.607
H 1.889 -0.299 3.524
H 0.254 -0.630 2.879
H 1.410 2.042 4.194
H -0.213 1.754 3.519
H 0.921 4.149 1.980
H -0.309 3.254 1.065
H 2.412 3.522 0.006
H 1.244 4.618 -0.376
H 0.469 2.129 -1.365
S -2.992 -2.325 -3.126
C -1.983 -1.861 -1.973
N -1.226 -1.552 -1.124
*
```

Calculated values
- HOMO energy (spin up / spin down) (eV) = -8.06 / -8.06
- frontier orbital gap (spin up / spin down) (eV) = 6.9 / 6.9
- lowest unoccupied orbital energy (spin up / spin down) (eV) = -1.2 / -1.2



The molecule C16H19BrN4O3S. Source: the Open Molecules 2025 dataset; level of theory: ωB97M-V/def2-TZVPD.

```
! RIJCOSX wB97M-V def2-TZVPD def2/J DEFGRID3
* xyz 0 1
N -2.659 -3.086 0.239
C -3.546 -2.077 0.109
N -4.802 -2.297 0.511
C -5.686 -1.325 0.449
C -5.381 -0.059 -0.033
Br -6.707 1.290 -0.107
C -4.083 0.201 -0.457
C -3.158 -0.814 -0.376
S -1.465 -0.503 -0.837
O -0.905 -1.707 -1.385
O -1.404 0.708 -1.600
N -0.671 -0.213 0.574
C -0.977 0.985 1.324
C 0.284 1.633 1.886
C 1.364 2.066 0.890
O 2.441 2.444 1.305
N 1.033 2.065 -0.414
C 2.027 2.310 -1.435
C 2.495 0.995 -2.078
C 3.076 0.089 -1.029
C 2.352 -0.996 -0.553
C 2.859 -1.785 0.465
C 4.095 -1.499 1.018
C 4.827 -0.425 0.542
C 4.320 0.363 -0.474
H -3.049 -3.994 0.431
H -1.819 -3.026 -0.324
H -6.682 -1.569 0.791
H -3.789 1.160 -0.855
H -0.396 -1.021 1.105
H -1.671 0.766 2.147
H -1.478 1.663 0.630
H 0.004 2.521 2.456
H 0.775 0.947 2.581
H 0.181 1.633 -0.741
H 2.866 2.812 -0.948
H 1.596 2.967 -2.196
H 3.242 1.227 -2.840
H 1.642 0.510 -2.558
H 1.389 -1.226 -0.985
H 2.287 -2.628 0.827
H 4.488 -2.112 1.817
H 5.793 -0.197 0.968
H 4.892 1.204 -0.838
*
```

Calculated values
- HOMO energy (eV) = -8.83
- frontier orbital gap (eV) = 8.9
- SMILES = Nc1ncc(Br)cc1S(=O)(=O)NCCC(=O)NCCc1ccccc1
- lowest unoccupied orbital energy (eV) = 0.0



C6H7N6S as an isolated structure in a non-equilibrium geometry. Source: the Open Molecules 2025 dataset; level of theory: ωB97M-V/def2-TZVPD.

```
! RIJCOSX wB97M-V def2-TZVPD def2/J DEFGRID3
* xyz 1 1
C 0.501 1.071 -3.929
C -1.508 -0.530 -0.565
C 0.235 0.428 -1.605
C -0.901 0.265 -2.432
C 1.416 1.003 -1.878
C 0.733 0.019 0.662
N -0.705 0.536 -3.709
N 1.483 1.304 -3.174
N -1.942 -0.352 -1.736
N -0.172 -0.048 -0.344
N 0.697 -0.191 1.905
N -0.613 -0.893 3.951
S 2.608 0.893 -0.603
H 0.711 1.272 -5.049
H -2.106 -0.867 0.306
H -0.196 -0.617 3.027
H 1.645 -0.037 2.297
H -1.375 -1.556 3.904
H -0.772 -0.224 4.641
H 0.262 -1.476 4.333
*
```

Calculated values
- HOMO energy (eV) = -12.31
- frontier orbital gap (eV) = 7.4
- lowest unoccupied orbital energy (eV) = -4.9



C3H5FO2 as an isolated structure in a non-equilibrium geometry. Source: the Open Molecules 2025 dataset; level of theory: ωB97M-V/def2-TZVPD.

```
! RIJCOSX wB97M-V def2-TZVPD def2/J DEFGRID3
* xyz 0 1
C -0.338 0.686 0.363
C 0.617 -0.114 -0.484
C -0.337 -0.708 0.492
H -1.798 0.252 -1.000
H 0.220 1.112 1.268
H 0.400 -0.317 -1.489
H 2.332 0.765 0.022
H -0.196 -1.294 1.452
O -1.460 1.243 -0.231
O 1.977 -0.236 -0.175
F -1.418 -1.389 -0.219
*
```

Calculated values
- HOMO energy (eV) = -9.82
- frontier orbital gap (eV) = 10.5
- lowest unoccupied orbital energy (eV) = 0.7



C11H17N2OS4SbSeTl as an isolated structure in a non-equilibrium geometry. Source: the Open Molecules 2025 dataset; level of theory: ωB97M-V/def2-TZVPD.

```
! RIJCOSX wB97M-V def2-TZVPD def2/J DEFGRID3
* xyz 1 1
Tl -2.019 0.695 -1.453
O 2.945 2.746 3.873
C 2.019 2.634 3.140
S 2.200 2.707 1.341
C 0.502 2.610 1.055
C -0.430 2.309 2.276
S -1.980 1.909 2.162
S 0.378 2.465 3.804
S -0.080 2.892 -0.443
C 1.809 2.455 -4.265
Sb 1.181 0.790 -3.235
C 2.682 0.675 -1.713
C 2.017 -0.720 -4.491
H 2.908 2.543 -4.115
H 1.554 3.400 -3.905
H 1.501 2.354 -5.291
H 3.660 0.885 -2.138
H 2.628 -0.367 -1.299
H 2.534 1.372 -0.863
H 2.981 -0.348 -4.845
H 1.336 -0.960 -5.292
H 2.229 -1.604 -3.787
C -3.312 -2.330 -0.295
N -2.776 -1.998 1.059
C -3.393 -2.519 2.221
C -2.495 -2.426 3.240
N -1.343 -1.781 2.651
C -0.198 -1.287 3.464
C -1.521 -1.608 1.334
Se -0.154 -1.070 0.175
H -4.251 -2.831 -0.077
H -2.635 -3.003 -0.730
H -3.601 -1.470 -0.893
H -4.358 -2.960 2.146
H -2.617 -2.742 4.241
H -0.634 -0.878 4.357
H 0.219 -0.464 2.961
H 0.513 -2.074 3.630
*
```

Calculated values
- HOMO energy (eV) = -10.96
- frontier orbital gap (eV) = 5.9
- lowest unoccupied orbital energy (eV) = -5.1



FH14HfO7 as an isolated structure in a non-equilibrium geometry. Source: the Open Molecules 2025 dataset; level of theory: ωB97M-V/def2-TZVPD.

```
! RIJCOSX wB97M-V def2-TZVPD def2/J DEFGRID3
* xyz 3 1
Hf 2.544 1.121 0.294
F 0.526 -0.214 0.100
O 1.186 1.893 -1.668
H 0.258 1.986 -1.883
H 1.601 2.662 -2.058
O -2.008 0.963 -0.245
H -2.722 0.392 -0.528
H -1.212 0.507 -0.518
O 1.571 0.571 2.467
H 2.075 0.359 3.253
H 0.704 0.812 2.796
O -1.598 -2.053 1.177
H -1.048 -1.351 0.828
H -1.008 -2.570 1.725
O -1.260 1.976 2.262
H -1.505 1.521 1.456
H -0.967 1.280 2.851
O 0.889 -3.153 -1.550
H 0.097 -2.618 -1.512
H 1.477 -2.760 -0.905
O 0.243 -0.402 -3.154
H -0.606 -0.692 -2.821
H 0.763 -0.230 -2.368
*
```

Calculated values
- HOMO energy (eV) = -21.32
- frontier orbital gap (eV) = 2.9
- lowest unoccupied orbital energy (eV) = -18.4



The molecule C23H30N2O5. Source: the Open Molecules 2025 dataset; level of theory: ωB97M-V/def2-TZVPD.

```
! RIJCOSX wB97M-V def2-TZVPD def2/J DEFGRID3
* xyz 0 1
C -1.025 -4.404 1.750
C -1.599 -3.698 0.523
O -2.075 -2.402 0.811
C -1.196 -1.363 0.938
C 0.178 -1.439 0.774
C 1.006 -0.324 0.905
N 2.393 -0.426 0.825
C 3.045 -1.717 0.868
C 3.248 -2.302 -0.537
O 3.969 -1.403 -1.351
C 3.309 -0.157 -1.427
C 3.142 0.468 -0.036
C 0.408 0.913 1.234
O 1.242 1.988 1.406
C 0.701 3.201 1.889
C 1.851 4.184 2.044
C -0.965 0.989 1.387
C -1.777 -0.124 1.222
N -3.175 -0.035 1.378
C -4.059 0.625 0.587
O -5.253 0.546 0.790
C -3.471 1.457 -0.542
C -2.491 0.679 -1.375
C -2.784 -0.614 -1.775
C -1.884 -1.355 -2.522
C -0.679 -0.789 -2.889
C -0.377 0.513 -2.525
C -1.275 1.255 -1.770
O -1.055 2.545 -1.369
C 0.126 3.184 -1.784
H -1.785 -4.474 2.523
H -0.177 -3.856 2.154
H -0.703 -5.406 1.480
H -2.482 -4.238 0.169
H -0.866 -3.668 -0.292
H 0.622 -2.385 0.521
H 2.489 -2.404 1.505
H 4.034 -1.558 1.315
H 3.840 -3.218 -0.497
H 2.275 -2.518 -1.005
H 3.927 0.473 -2.068
H 2.317 -0.293 -1.885
H 2.637 1.427 -0.107
H 4.131 0.620 0.410
H -0.041 3.596 1.182
H 0.211 3.035 2.858
H 1.481 5.127 2.435
H 2.327 4.360 1.083
H 2.593 3.780 2.728
H -1.439 1.920 1.646
H -3.593 -0.744 1.968
H -2.985 2.343 -0.135
H -4.311 1.788 -1.159
H -3.729 -1.048 -1.482
H -2.126 -2.364 -2.817
H 0.034 -1.353 -3.473
H 0.561 0.943 -2.842
H 0.205 3.216 -2.876
H 1.016 2.698 -1.369
H 0.061 4.202 -1.403
*
```

Calculated values
- HOMO energy (eV) = -7.28
- frontier orbital gap (eV) = 7.9
- SMILES = CCOc1cc(N2CCOCC2)c(OCC)cc1NC(=O)Cc1ccccc1OC
- lowest unoccupied orbital energy (eV) = 0.6



| no. | M (g mol⁻¹) |
| --- | --- |
| 1 | 638.79 |
| 2 | 687.62 |
| 3 | 427.32 |
| 4 | 195.23 |
| 5 | 92.07 |
| 6 | 726.64 |
| 7 | 323.59 |
| 8 | 414.50 |